(1)
A 2-piece molecular cluster, C5H15NO2 overall, computed with ωB97M-V/def2-TZVPD.

Results
- Structure (SMILES): C[C@H](N)CCCO.O
- E_HOMO: -9.56 eV
- LUMO level: 0.85 eV
- Gap between HOMO and LUMO: 10.41 eV
- Calculated total energy: -11012.963 eV

Geometry (Å):
C (0.546, 0.898, 3.042)
C (0.179, 0.134, 1.768)
C (1.071, 0.590, 0.600)
C (0.386, 0.576, -0.791)
C (-0.543, -0.570, -1.090)
O (0.100, -1.627, -1.831)
N (0.235, -1.308, 1.886)
H (1.629, 0.894, 3.159)
H (0.278, 1.947, 2.961)
H (0.101, 0.466, 3.933)
H (-0.823, 0.450, 1.454)
H (1.972, -0.045, 0.602)
H (1.433, 1.605, 0.799)
H (-0.162, 1.528, -0.836)
H (1.188, 0.677, -1.525)
H (-1.389, -0.251, -1.708)
H (-0.959, -1.011, -0.192)
H (0.637, -2.127, -1.204)
H (0.004, -1.649, 2.811)
H (1.171, -1.646, 1.689)
H (-1.925, 0.159, -4.518)
H (-2.893, -0.174, -5.639)
O (-2.236, 0.484, -5.369)

=====

(2)
A 3-piece molecular cluster, C5H15NO2 overall, computed with ωB97M-V/def2-TZVPD.

Results
- Structure (SMILES): CCC/C=C/N.O.O
- E_HOMO: -7.97 eV
- LUMO level: 0.66 eV
- Gap between HOMO and LUMO: 8.63 eV
- Calculated total energy: -11012.731 eV

Geometry (Å):
C (0.158, -1.233, 1.299)
C (-0.809, -0.405, 2.146)
C (-0.405, 1.098, 2.136)
C (-0.246, 1.795, 0.823)
C (-0.533, 1.300, -0.378)
N (-0.382, 2.003, -1.575)
H (0.253, -2.237, 1.719)
H (1.111, -0.716, 1.259)
H (-0.112, -1.337, 0.255)
H (-1.872, -0.547, 1.938)
H (-0.601, -0.637, 3.190)
H (-1.065, 1.672, 2.787)
H (0.550, 1.096, 2.667)
H (0.178, 2.800, 0.883)
H (-0.928, 0.296, -0.486)
H (-0.493, 2.993, -1.461)
H (-0.495, 1.572, -2.469)
H (-0.342, -3.190, -1.514)
H (0.260, -1.861, -1.885)
O (-0.258, -2.590, -2.262)
H (2.756, -1.216, -1.223)
H (2.002, 0.134, -1.391)
O (1.918, -0.824, -1.479)

=====

(3)
A 3-piece molecular cluster, C5H15NO2 overall, computed with ωB97M-V/def2-TZVPD.

Results
- Structure (SMILES): C=CCCNC.O.O
- E_HOMO: -9.76 eV
- LUMO level: 0.71 eV
- Gap between HOMO and LUMO: 10.48 eV
- Calculated total energy: -11011.339 eV

Geometry (Å):
C (0.525, 0.129, 1.314)
N (1.138, -0.304, 0.049)
C (0.108, -0.883, -0.872)
C (-0.887, -1.978, -0.398)
C (-2.238, -1.449, 0.331)
C (-3.305, -2.226, 0.492)
H (1.197, 0.595, 1.883)
H (-0.067, -0.515, 1.859)
H (-0.133, 0.979, 1.095)
H (1.860, -1.025, 0.154)
H (0.587, -1.196, -1.835)
H (-0.506, 0.014, -1.276)
H (-0.445, -2.768, 0.379)
H (-1.217, -2.499, -1.323)
H (-2.232, -0.482, 0.751)
H (-3.221, -3.275, 0.148)
H (-4.261, -1.926, 1.067)
H (2.379, 0.981, -1.132)
H (2.265, 1.812, -2.334)
O (2.889, 1.621, -1.661)
H (0.154, 3.555, 0.223)
H (1.543, 3.231, 0.793)
O (0.726, 3.765, 0.911)

=====

(4)
A 3-piece molecular cluster, C5H15NO2 overall, computed with ωB97M-V/def2-TZVPD.

Results
- Structure (SMILES): C=C(C)CCN.O.O
- E_HOMO: -9.20 eV
- LUMO level: 0.71 eV
- Gap between HOMO and LUMO: 9.90 eV
- Calculated total energy: -11011.359 eV

Geometry (Å):
C (1.577, -0.473, -1.163)
C (1.839, 0.122, 0.213)
C (0.570, 0.563, 0.772)
C (-0.048, -0.125, 1.698)
C (0.145, 1.972, 0.318)
N (0.922, -1.860, -1.143)
H (0.984, 0.064, -1.824)
H (2.601, -0.793, -1.573)
H (2.274, -0.670, 0.895)
H (2.632, 0.835, 0.224)
H (-0.898, 0.264, 2.057)
H (0.364, -0.970, 2.156)
H (0.196, 2.045, -0.644)
H (0.831, 2.702, 0.762)
H (-0.834, 2.136, 0.613)
H (1.412, -2.647, -0.711)
H (0.101, -1.866, -0.558)
H (-2.360, 1.007, -1.951)
H (-1.654, 0.383, -0.709)
O (-2.214, 1.204, -1.059)
H (-3.423, -0.910, 0.146)
H (-2.368, -1.410, 1.195)
O (-2.648, -1.570, 0.285)

=====

(5)
C5H15NO2 as an isolated structure, computed with ωB97M-V/def2-TZVPD.

Results
- E_HOMO: -8.55 eV
- LUMO level: 0.82 eV
- Gap between HOMO and LUMO: 9.37 eV
- Calculated total energy: -11012.272 eV

Geometry (Å):
C (2.404, -0.076, 0.431)
C (2.137, 1.316, -0.646)
O (2.041, -1.229, -0.086)
O (1.697, 0.191, 1.624)
H (2.017, 1.020, 1.996)
H (0.872, -1.143, -0.416)
H (3.491, -0.002, 0.579)
H (2.584, 1.043, -1.602)
H (2.759, 2.097, -0.205)
H (1.163, 1.807, -0.727)
C (-1.282, -0.377, 0.220)
C (-2.107, -1.645, 0.403)
C (-2.159, 0.844, -0.050)
N (-0.305, -0.586, -0.868)
H (-0.682, -0.199, 1.117)
H (0.215, 0.309, -1.078)
H (-0.756, -0.938, -1.707)
H (-2.771, -1.543, 1.259)
H (-1.456, -2.500, 0.577)
H (-2.717, -1.841, -0.481)
H (-1.552, 1.744, -0.150)
H (-2.855, 0.997, 0.773)
H (-2.740, 0.712, -0.965)

=====

(6)
C5H15NO2 as an isolated structure, computed with ωB97M-V/def2-TZVPD.

Results
- E_HOMO: -7.87 eV
- LUMO level: -3.81 eV
- Gap between HOMO and LUMO: 4.06 eV
- Calculated total energy: -11005.997 eV

Geometry (Å):
C (0.125, -0.483, -1.428)
C (-0.086, 1.038, -1.534)
C (1.027, 1.777, -0.736)
C (1.578, 1.287, 0.458)
C (2.503, 1.679, 1.375)
N (-1.477, 1.127, -1.068)
H (0.208, -0.786, -0.339)
H (-0.734, -1.037, -1.839)
H (1.120, -0.609, -1.769)
H (-0.050, 1.375, -2.566)
H (1.488, 2.763, -0.934)
H (0.367, -3.612, 1.603)
H (1.035, 0.407, 0.852)
H (2.703, 1.209, 2.340)
H (3.109, 2.563, 1.132)
H (-1.372, 1.404, -0.122)
H (-2.044, 0.212, -0.952)
H (-1.566, -1.177, 0.785)
H (-1.485, -0.857, 2.452)
O (-0.974, -1.139, 1.700)
H (-0.353, -3.666, 1.313)
H (-2.773, -2.160, -0.473)
O (-2.349, -1.317, -0.250)

=====

(7)
A 2-piece molecular cluster, C5H15NO2 overall, computed with ωB97M-V/def2-TZVPD.

Results
- Structure (SMILES): CNCC[C@H](C)O.O
- E_HOMO: -8.70 eV
- LUMO level: 0.66 eV
- Gap between HOMO and LUMO: 9.37 eV
- Calculated total energy: -11012.084 eV

Geometry (Å):
C (0.952, 0.695, 0.352)
C (1.084, -0.194, -0.888)
C (2.511, -0.113, -1.486)
O (0.189, 0.455, -1.838)
C (0.059, 0.168, 1.498)
N (-1.094, 1.047, 1.732)
C (-2.221, 0.950, 0.815)
H (0.521, 1.651, 0.062)
H (1.931, 0.870, 0.785)
H (0.737, -1.220, -0.756)
H (2.483, 0.462, -2.409)
H (3.163, 0.397, -0.776)
H (3.026, -1.032, -1.772)
H (0.185, -0.035, -2.672)
H (-0.250, -0.871, 1.324)
H (0.624, 0.128, 2.428)
H (-1.398, 0.857, 2.667)
H (-2.881, 1.770, 1.146)
H (-2.908, 0.120, 0.630)
H (-1.923, 1.438, -0.115)
H (-1.071, -1.888, -0.333)
H (-1.976, -3.214, -0.455)
O (-1.743, -2.443, 0.061)

=====

(8)
A 3-piece molecular cluster, C5H15NO2 overall, computed with ωB97M-V/def2-TZVPD.

Results
- Structure (SMILES): C[C@@H]1CCCN1.O.O
- E_HOMO: -8.89 eV
- LUMO level: 0.82 eV
- Gap between HOMO and LUMO: 9.71 eV
- Calculated total energy: -11012.720 eV

Geometry (Å):
N (0.143, -0.123, -0.548)
C (0.588, -0.008, 0.846)
C (-0.597, -0.136, 1.814)
C (-1.847, -0.326, 0.933)
C (-1.380, -0.236, -0.558)
C (-1.907, 1.045, -1.183)
H (0.404, -1.020, -0.935)
H (1.287, -0.803, 1.101)
H (1.049, 0.959, 0.966)
H (-0.646, 0.762, 2.429)
H (-0.517, -1.001, 2.471)
H (-2.510, 0.527, 1.011)
H (-2.320, -1.299, 1.072)
H (-1.672, -1.173, -1.033)
H (-1.433, 1.217, -2.153)
H (-1.732, 1.907, -0.551)
H (-2.959, 0.818, -1.407)
H (2.129, 1.869, -1.800)
H (2.897, 2.521, -0.686)
O (2.765, 1.658, -1.107)
H (2.291, -1.760, -0.376)
H (3.420, -2.797, -0.325)
O (2.546, -2.600, 0.020)

=====

(9)
A 3-piece molecular cluster, C5H15NO2 overall, computed with ωB97M-V/def2-TZVPD.

Results
- Charge: +1
- E_HOMO (spin up / spin down): -14.65 / -14.66 eV
- ⟨S²⟩: 0.757
- Multiplicity: 2
- LUMO level (spin up / spin down): -3.70 / -7.80 eV
- Gap between HOMO and LUMO (spin up / spin down): 10.95 / 6.86 eV
- Calculated total energy: -11002.188 eV

Geometry (Å):
C (0.894, -2.006, -2.550)
C (-0.429, -1.249, -2.137)
C (-0.449, -0.425, -0.957)
C (-0.036, -0.854, 0.216)
N (-0.384, -0.347, 1.445)
C (-1.256, 0.924, -1.081)
H (0.594, -2.918, -3.058)
H (1.418, -1.383, -3.327)
H (1.524, -2.158, -1.639)
H (-0.868, -0.542, -2.885)
H (-1.387, -1.732, -2.102)
H (0.517, -1.810, 0.338)
H (-0.670, -0.942, 2.172)
H (-0.020, 0.514, 1.630)
H (-1.721, 1.295, -0.226)
H (-2.037, 0.738, -1.769)
H (-0.806, 1.696, -1.655)
H (0.686, 2.245, 1.920)
H (-0.570, 3.040, 2.426)
O (0.297, 3.141, 2.406)
H (0.940, 1.153, 4.070)
H (1.830, 0.816, 2.878)
O (1.934, 0.805, 3.884)

=====

(10)
A 3-piece molecular cluster, C5H15NO3 overall, computed with ωB97M-V/def2-TZVPD.

Results
- E_HOMO (spin up / spin down): -7.40 / -5.80 eV
- LUMO level (spin up / spin down): 0.75 / 0.24 eV
- Gap between HOMO and LUMO (spin up / spin down): 8.15 / 6.05 eV
- Calculated total energy: -13055.928 eV

Geometry (Å):
C (0.033, 0.519, -1.947)
C (1.462, -0.704, 0.122)
C (2.437, 0.379, 0.449)
O (-0.452, 1.726, -1.309)
O (1.188, 0.784, -2.704)
H (-0.453, 2.465, -1.943)
H (1.946, 0.871, -2.111)
H (-0.710, 0.164, -2.668)
H (1.389, -1.509, 0.841)
H (1.389, -1.019, -0.901)
H (2.379, 0.686, 1.496)
H (2.277, 1.270, -0.163)
H (3.461, 0.032, 0.267)
C (-1.493, -0.514, 0.547)
C (-1.968, -1.566, 1.527)
N (-0.250, 0.117, 1.004)
O (-2.523, 0.445, 0.379)
H (-2.231, 1.039, -0.332)
H (-1.234, -0.949, -0.424)
H (-0.217, 0.225, 2.015)
H (-0.150, 1.024, 0.550)
H (-2.846, -2.069, 1.125)
H (-1.188, -2.310, 1.701)
H (-2.245, -1.107, 2.479)

=====

(11)
A 2-piece molecular cluster, C5H15NOS overall, computed with ωB97M-V/def2-TZVPD.

Results
- Structure (SMILES): CCNCCCS.O
- E_HOMO: -8.82 eV
- LUMO level: 0.78 eV
- Gap between HOMO and LUMO: 9.60 eV
- Calculated total energy: -19800.588 eV

Geometry (Å):
C (0.790, 1.231, -1.027)
C (1.988, 0.376, -0.585)
S (3.277, 1.314, 0.285)
C (-0.244, 1.402, 0.094)
N (-1.522, 0.656, 0.047)
C (-1.400, -0.801, 0.039)
C (-1.338, -1.504, -1.314)
H (0.355, 0.739, -1.891)
H (1.134, 2.215, -1.350)
H (1.637, -0.407, 0.061)
H (2.454, -0.104, -1.446)
H (2.783, 1.153, 1.519)
H (0.226, 1.081, 1.029)
H (-0.564, 2.437, 0.234)
H (-2.005, 0.975, -0.790)
H (-0.529, -1.088, 0.631)
H (-2.260, -1.201, 0.598)
H (-2.260, -1.363, -1.880)
H (-0.583, -1.042, -1.947)
H (-1.049, -2.556, -1.222)
H (-0.648, -0.509, 2.763)
H (-0.321, -1.941, 3.060)
O (0.079, -1.063, 3.091)

=====

(12)
A 2-piece molecular cluster, C5H15NOS overall, computed with ωB97M-V/def2-TZVPD.

Results
- Structure (SMILES): CCNCCCS.O
- E_HOMO: -7.94 eV
- LUMO level: 0.48 eV
- Gap between HOMO and LUMO: 8.42 eV
- Calculated total energy: -19798.668 eV

Geometry (Å):
C (-0.445, -1.033, -0.590)
C (-0.839, -0.506, -1.954)
S (-2.622, -0.776, -2.430)
C (0.427, -0.091, 0.350)
N (1.780, -0.493, 0.283)
C (2.681, -0.631, 1.374)
C (3.869, 0.487, 1.101)
H (0.106, -1.995, -0.625)
H (-1.260, -1.471, -0.050)
H (-0.690, 0.651, -2.096)
H (-0.255, -0.877, -2.748)
H (-3.021, -0.188, -1.249)
H (0.192, 0.975, 0.177)
H (0.006, -0.269, 1.371)
H (2.155, -0.713, -0.540)
H (2.177, -0.446, 2.393)
H (3.217, -1.557, 1.438)
H (3.761, 1.071, 2.065)
H (4.936, 0.084, 0.982)
H (3.656, 1.298, 0.407)
H (-2.509, 3.248, 3.995)
H (-2.231, 2.355, 2.690)
O (-1.863, 3.044, 3.376)

=====

Per-record strongest force on any atom, eV/Å: 1.54; 1.33; 4.17; 5.94; 3.45; 4.14; 2.94; 2.23; 8.79; 0.97; 0.98; 4.87
Per-record energy relative to the best compared isomer or geometry (same formula, charge and spin), kJ/mol: 94.89; 117.25; 251.53; 249.59; 161.54; 766.95; 179.71; 118.36; 357.08; 564.65; 72.26; 257.49